one) Computed, not measured: a 9-piece molecular cluster, C36H54O27 overall, with wB97M-V/def2-TZVPD.

Geometry as XYZ:
```
117
C36H54O27 (wB97M-V/def2-TZVPD)
C 2.6790 -6.9048 2.3016
C 1.5079 -6.9811 1.4393
C 1.1949 -8.2460 0.7175
O -0.1649 -8.3591 0.9151
C -0.6868 -7.4809 1.8144
O -1.8620 -7.3059 2.0856
O 0.3674 -6.7212 2.2356
H 2.6065 -5.9885 2.8875
H 3.6305 -7.0079 1.7800
H 2.6206 -7.7304 3.0108
H 1.5591 -6.1296 0.7607
H 1.8666 -9.0054 1.1178
H 1.4382 -8.1963 -0.3439
C -2.5665 -11.1942 -4.5889
C -1.1400 -10.8400 -4.2765
C -0.5244 -9.9365 -5.3033
O -0.6035 -8.7564 -4.6414
C -0.7831 -8.9031 -3.3242
O -0.6437 -7.9561 -2.5971
O -1.1194 -10.1125 -3.0777
H -2.8950 -11.9015 -3.8274
H -2.7908 -11.6718 -5.5427
H -3.2084 -10.3296 -4.4204
H -0.4595 -11.6890 -4.3410
H -1.0979 -9.9247 -6.2301
H 0.5421 -10.0809 -5.4761
C -3.9652 -9.2018 6.3775
C -3.6794 -8.7760 4.9215
C -3.4488 -9.8950 3.8763
O -4.1571 -9.4710 2.7424
C -4.9633 -8.4376 3.0556
O -5.7959 -7.9172 2.2796
O -4.7239 -8.0626 4.3505
H -4.7766 -9.9283 6.4199
H -4.2129 -8.4716 7.1479
H -3.0867 -9.6726 6.8188
H -2.7907 -8.1574 5.0464
H -3.8324 -10.8238 4.2984
H -2.3822 -9.9849 3.6707
C 2.0306 -13.2602 -2.7413
C 2.8779 -13.0429 -1.4871
C 4.3578 -12.8564 -1.7358
O 4.6401 -11.5813 -1.1715
C 3.5405 -11.0627 -0.6321
O 3.4868 -9.9305 -0.1918
O 2.4955 -11.8398 -0.8624
H 2.2390 -14.1955 -3.2609
H 2.0150 -12.5046 -3.5268
H 1.0054 -13.4758 -2.4406
H 2.6721 -13.8556 -0.7906
H 4.5515 -12.8353 -2.8082
H 4.9158 -13.6976 -1.3245
C -2.2939 -10.7625 0.4817
C -0.9329 -11.3799 0.1032
C -0.0521 -11.7185 1.3711
O 0.3849 -13.0177 1.0643
C -0.3263 -13.5424 0.0886
O -0.2016 -14.6698 -0.3036
O -1.2507 -12.6704 -0.2931
H -2.3102 -9.7120 0.7720
H -2.7653 -11.2924 1.3093
H -3.0219 -10.8596 -0.3237
H -0.4053 -10.7983 -0.6528
H -0.4788 -11.6670 2.3728
H 0.7406 -10.9711 1.4046
C 0.8544 -17.4503 -1.8820
C -0.3546 -18.0449 -1.2028
C -1.5959 -17.1708 -1.1871
O -2.6327 -18.0581 -1.4313
C -2.1559 -19.2134 -1.8781
O -2.8868 -20.2025 -2.1973
O -0.8345 -19.1292 -1.9476
H 1.7144 -18.1189 -1.9213
H 1.1700 -16.6469 -1.2164
H 0.6283 -17.0016 -2.8493
H -0.0916 -18.4290 -0.2172
H -1.4886 -16.4438 -1.9921
H -1.7014 -16.6306 -0.2463
C -4.7565 -9.2121 -2.5601
C -5.1661 -8.3887 -1.2553
C -4.0628 -7.5285 -0.7076
O -4.6327 -6.2886 -0.4003
C -5.8375 -6.1916 -0.9885
O -6.4891 -5.1827 -1.0872
O -6.1741 -7.4099 -1.5498
H -5.5840 -9.7029 -3.0724
H -4.0177 -9.9975 -2.4005
H -4.2682 -8.5132 -3.2392
H -5.4329 -9.1524 -0.5247
H -3.2333 -7.3907 -1.4011
H -3.8004 -8.0025 0.2383
C -3.7432 -13.8569 2.1849
C -3.2123 -15.2992 2.2429
C -3.3209 -15.9642 3.5857
O -4.1702 -17.0614 3.1802
C -4.3360 -17.1595 1.9089
O -4.9771 -18.0289 1.3641
O -3.8697 -16.1400 1.3231
H -3.5801 -13.4766 1.1765
H -3.3083 -13.1835 2.9234
H -4.8133 -13.7150 2.3359
H -2.1932 -15.2575 1.8586
H -3.8730 -15.2757 4.2255
H -2.3885 -16.2807 4.0532
C 3.6070 -10.4022 5.1080
C 3.6368 -10.8697 3.6465
C 4.6868 -10.2355 2.7973
O 5.3744 -11.3812 2.2139
C 4.9725 -12.5398 2.7681
O 5.3080 -13.6533 2.4550
O 4.0484 -12.2149 3.6887
H 3.0446 -11.0748 5.7558
H 3.1347 -9.4200 5.1245
H 4.5954 -10.3823 5.5671
H 2.6774 -10.8688 3.1290
H 5.4294 -9.6110 3.2940
H 4.1258 -9.6530 2.0665
```

Computed properties:
Net charge: 0
Kohn-Sham gap, Eh: 0.361



two) Computed, not measured: C36H54O27 as an isolated structure, with wB97M-V/def2-TZVPD.

Geometry as XYZ:
```
117
C36H54O27 (wB97M-V/def2-TZVPD)
C 0.6141 5.3404 0.9071
C -0.8719 5.1927 0.7095
C -1.4247 3.9869 -0.0408
O -2.0967 3.1564 0.8917
C -2.1839 3.8210 2.0315
O -2.8192 3.5019 3.0395
O -1.3794 4.8991 1.9799
H 1.1685 4.4763 1.2732
H 0.8841 6.1439 1.5922
H 1.0449 5.5046 -0.0806
H -1.4036 6.0683 0.3370
H -0.5925 3.4989 -0.5481
H -2.1235 4.1389 -0.8634
C -0.9846 -0.7159 -3.4813
C -0.6656 -2.1192 -2.9240
C -0.9114 -2.3235 -1.3782
O -2.0285 -3.1099 -1.3342
C -2.2671 -3.6664 -2.5086
O -3.1055 -4.5378 -2.7908
O -1.4764 -3.1561 -3.4852
H -0.9278 -0.7539 -4.5691
H -0.2135 -0.0393 -3.1129
H -1.9388 -0.3531 -3.0992
H 0.3915 -2.3484 -3.0588
H -1.0667 -1.4190 -0.7902
H -0.2074 -2.9323 -0.8109
C 2.6869 2.2595 0.2273
C 2.9353 1.2267 -0.9258
C 3.6035 -0.1000 -0.6381
O 2.6453 -1.0791 -1.1502
C 1.5487 -0.4653 -1.6077
O 0.5585 -0.9633 -2.0682
O 1.6792 0.9011 -1.4630
H 1.9318 3.0177 0.0195
H 3.6635 2.6830 0.4618
H 2.2976 1.6610 1.0509
H 3.5898 1.7257 -1.6405
H 3.8669 -0.1568 0.4181
H 4.5136 -0.1195 -1.2375
C 3.2705 3.9039 -5.2982
C 2.9547 3.0093 -4.0802
C 3.0589 3.6751 -2.6456
O 2.0672 3.0557 -1.8903
C 1.1362 2.4581 -2.7390
O 0.0899 1.8450 -2.3984
O 1.5385 2.5401 -4.0024
H 4.3465 4.0018 -5.4419
H 2.9484 4.9435 -5.2383
H 2.8330 3.6634 -6.2672
H 3.5344 2.0870 -4.0439
H 2.9662 4.7587 -2.7194
H 4.0810 3.3757 -2.4137
C 2.5069 -3.1001 -0.5283
C 1.6202 -3.4951 0.5852
C 1.5973 -2.6572 1.8391
O 0.2170 -2.2271 1.9863
C -0.4831 -2.6869 0.9861
O -1.7051 -2.4974 0.9167
O 0.3097 -3.3395 0.1336
H 2.4447 -3.8596 -1.3077
H 3.5190 -3.0851 -0.1241
H 2.3119 -2.1286 -0.9823
H 1.9061 -4.5053 0.8782
H 2.1962 -1.7641 1.6608
H 1.8389 -3.1935 2.7568
C -2.6805 -3.9507 2.1515
C -2.9139 -2.6706 3.0264
C -2.3181 -1.2655 2.6079
O -3.5254 -0.6161 2.2737
C -4.6286 -1.2869 2.6452
O -5.8290 -0.9271 2.5896
O -4.2886 -2.4032 3.1392
H -3.1460 -4.8549 2.5438
H -1.6076 -4.1412 2.1229
H -2.9391 -3.7029 1.1221
H -2.3860 -2.7982 3.9714
H -1.7368 -1.3939 1.6948
H -1.8202 -0.7405 3.4230
C -1.0524 1.4222 -0.8647
C -1.0787 1.0919 0.6052
C -0.3861 -0.2266 0.9451
O 0.4192 0.0525 2.0398
C 0.4368 1.3841 2.2297
O 1.0805 2.0422 2.9663
O -0.2147 2.0023 1.2306
H -1.9017 2.0644 -1.0980
H -1.2309 0.4739 -1.3715
H -0.0932 1.8180 -1.1984
H -2.0774 1.1338 1.0401
H 0.2570 -0.6425 0.1695
H -1.1024 -0.9666 1.3019
C -4.9439 -2.8130 -1.3804
C -4.5443 -1.3696 -0.8924
C -3.2058 -1.3529 -0.1401
O -2.4164 -0.4927 -0.9578
C -3.1603 0.0259 -1.9592
O -2.7676 0.9757 -2.6935
O -4.3297 -0.5402 -1.9965
H -4.1445 -3.2353 -1.9893
H -5.8692 -2.7989 -1.9563
H -5.0132 -3.4543 -0.5018
H -5.2609 -0.9725 -0.1736
H -2.7940 -2.3605 -0.0835
H -3.3559 -0.8301 0.8045
C 3.0775 -0.1980 1.7570
C 3.3007 -0.7429 3.2016
C 2.7856 0.0183 4.4030
O 1.9845 -0.9474 5.0829
C 2.0873 -2.1522 4.5164
O 1.5559 -3.1831 4.9775
O 2.6917 -2.0194 3.2995
H 3.4972 -0.9164 1.0528
H 3.4795 0.7542 1.4111
H 2.0174 -0.1799 1.5042
H 4.3493 -0.9459 3.4188
H 2.1115 0.7849 4.0210
H 3.5922 0.4250 5.0131
```

Computed properties:
Net charge: 0
Kohn-Sham gap, Eh: 0.280



Energies relative to the minimum, hartree: one) 0.0000; two) 1.3903



one) Computed, not measured: a 2-piece molecular cluster, C5H9ClP overall, with wB97M-V/def2-TZVPD.

Geometry as XYZ:
```
16
C5H9ClP (wB97M-V/def2-TZVPD)
C 1.9367 1.4498 -1.3828
C 3.1636 1.5238 -1.2438
C -1.2285 0.9926 1.2155
C 0.4622 -1.5487 0.9043
C -1.3721 -0.5246 -1.2181
P -0.2377 -0.1192 0.1124
Cl 4.7318 1.9019 -1.5473
H -2.1130 0.4316 1.3712
H -1.4731 1.9586 0.8523
H -0.7241 1.1009 2.2259
H 1.3386 -1.2425 1.5957
H 0.8273 -2.1847 0.0598
H -0.3393 -2.1781 1.4750
H -1.9152 0.4764 -1.3765
H -2.1874 -1.2987 -0.9452
H -0.8696 -0.7392 -2.0986
```

Computed properties:
Net charge: +1
Kohn-Sham gap (spin up / spin down), Eh: 0.276 / 0.248



two) Computed, not measured: a 2-piece molecular cluster, C5H9ClP overall, with wB97M-V/def2-TZVPD.

Geometry as XYZ:
```
16
C5H9ClP (wB97M-V/def2-TZVPD)
C 1.1050 2.7094 0.5397
C 2.2970 2.9608 0.6210
C -0.3577 0.2677 1.2410
C -0.9808 -2.4682 0.0016
C -0.3786 0.0737 -1.6573
P 0.0315 -0.8545 -0.1414
Cl 3.9258 3.0130 0.4362
H -1.3956 0.5659 1.1026
H 0.2211 1.1899 1.1794
H 0.0828 -0.1518 2.2285
H -2.0078 -2.1132 -0.0522
H -0.7876 -2.9589 1.0923
H -0.7237 -3.1346 -0.7625
H 0.2647 0.9351 -1.3598
H -1.3790 0.3844 -1.9560
H 0.0830 -0.4187 -2.5132
```

Computed properties:
Net charge: +1
Kohn-Sham gap (spin up / spin down), Eh: 0.256 / 0.265



Energies relative to the minimum, hartree: one) 0.0000; two) 0.0338



one) Computed, not measured: a 2-piece molecular cluster, C2H3BrN2 overall, with wB97M-V/def2-TZVPD.

Geometry as XYZ:
```
8
C2H3BrN2 (wB97M-V/def2-TZVPD)
C 0.4438 0.2350 -0.5584
C -0.8205 0.6094 0.0022
N 0.7208 -1.8278 -0.0111
N 1.4848 -2.6122 -0.0401
Br 1.8382 1.1248 0.3729
H -0.7723 1.2547 0.9173
H -1.7540 -0.1481 0.0573
H -1.1409 1.3642 -0.7401
```

Computed properties:
Net charge: 0
Kohn-Sham gap, Eh: 0.303



two) Computed, not measured: C2H3BrN2 as an isolated structure, with wB97M-V/def2-TZVPD.

Geometry as XYZ:
```
8
C2H3BrN2 (wB97M-V/def2-TZVPD)
C 0.1886 -0.9737 -0.0600
C -0.8526 -0.0735 -0.0609
N 1.1109 0.0353 0.1048
N 0.0308 1.0087 -0.1124
Br -2.7140 -0.0554 -0.0181
H 0.2371 -2.0703 0.0131
H 2.0722 0.3360 -0.3549
H -0.0731 1.7929 0.4883
```

Computed properties:
Net charge: 0
Kohn-Sham gap, Eh: 0.327



Energies relative to the minimum, hartree: one) 0.0000; two) 0.0102



one) Computed, not measured: a 2-piece molecular cluster, C2H3BrO overall, with wB97M-V/def2-TZVPD.

Geometry as XYZ:
```
7
C2H3BrO (wB97M-V/def2-TZVPD)
C -0.1291 -0.4094 -0.0181
C 0.2880 0.8414 -0.0137
O 2.4624 1.1639 -0.0542
Br 3.1947 -0.3341 0.1149
H -1.1539 -0.5025 -0.3294
H 0.6168 -1.1573 0.3231
H -0.0535 1.7413 -0.2977
```

Computed properties:
Net charge: 0
Multiplicity: 3
<S²>: 2.018
Kohn-Sham gap (spin up / spin down), Eh: 0.278 / 0.267



two) Computed, not measured: a 2-piece molecular cluster, C2H3BrO overall, with wB97M-V/def2-TZVPD.

Geometry as XYZ:
```
7
C2H3BrO (wB97M-V/def2-TZVPD)
C 3.3291 0.9529 0.2733
C -0.4122 0.3596 -0.2262
O 3.7304 2.0396 0.4110
Br 4.4077 -0.5446 -0.0372
H -1.0477 -0.5523 -0.2047
H -0.9686 1.1158 -0.7219
H 0.6414 0.2680 0.1990
```

Computed properties:
Net charge: 0
Multiplicity: 3
<S²>: 2.009
Kohn-Sham gap (spin up / spin down), Eh: 0.351 / 0.356



Energies relative to the minimum, hartree: one) 0.1132; two) 0.0000



one) Computed, not measured: a 2-piece molecular cluster, CH4IOPS overall, with wB97M-V/def2-TZVPD.

Geometry as XYZ:
```
9
CH4IOPS (wB97M-V/def2-TZVPD)
C 0.6790 -0.5922 -0.8278
O -0.4063 1.6314 0.1493
P 0.0875 0.2143 0.7211
S 1.0189 0.3379 2.4323
I -2.7358 -1.5462 0.2073
H 0.4927 -1.5969 -0.9351
H -0.0719 -0.2921 -1.4939
H 1.7194 -0.3719 -0.9448
H -0.7835 2.2156 0.6915
```

Computed properties:
Net charge: 0
Kohn-Sham gap (spin up / spin down), Eh: 0.235 / 0.233



two) Computed, not measured: a 2-piece molecular cluster, CH4IOPS overall, with wB97M-V/def2-TZVPD.

Geometry as XYZ:
```
9
CH4IOPS (wB97M-V/def2-TZVPD)
C 1.5829 1.1054 0.1612
O -2.6134 -0.9022 -0.6838
P 1.0348 -0.3542 1.1488
S -2.7749 -0.3497 0.8558
I 0.6926 -1.9279 -0.6454
H 1.7818 1.9253 0.8505
H 0.7986 1.4074 -0.5349
H 2.4883 0.8835 -0.4021
H -2.9907 -1.7877 -0.7501
```

Computed properties:
Net charge: 0
Kohn-Sham gap (spin up / spin down), Eh: 0.239 / 0.303



Energies relative to the minimum, hartree: one) 0.0000; two) 0.0697



one) Computed, not measured: an isolated ion of composition C7H10 and charge +1, with wB97M-V/def2-TZVPD.

Geometry as XYZ:
```
17
C7H10 (wB97M-V/def2-TZVPD)
C -1.2835 1.5277 -0.3231
C -2.6131 1.8089 -0.2345
C -1.2311 -0.3238 1.2554
C -0.5913 0.4261 0.2803
C 0.7257 0.1255 -0.2261
C 1.4985 -0.8964 0.1954
C 2.5445 -1.5694 -0.5971
H -0.6463 2.3235 -0.7050
H -2.9375 2.8294 -0.0604
H -3.3915 1.0905 -0.4758
H -2.3094 -0.4271 1.2597
H -0.6649 -1.0015 1.8803
H 1.0295 0.6765 -1.1098
H 1.3148 -1.3108 1.1836
H 2.9341 -0.9541 -1.4066
H 2.2406 -2.5423 -0.9858
H 3.3811 -1.7826 0.0695
```

Computed properties:
Net charge: +1
Multiplicity: 2
<S²>: 0.788
Kohn-Sham gap (spin up / spin down), Eh: 0.304 / 0.235



two) Computed, not measured: an isolated ion of composition C7H10 and charge +1, with wB97M-V/def2-TZVPD.

Geometry as XYZ:
```
17
C7H10 (wB97M-V/def2-TZVPD)
C 0.3581 -0.5247 -2.1604
C -0.0102 -1.1947 -0.8613
C 0.4311 -2.4298 -0.4989
C -0.5719 0.9399 0.3289
C -0.6511 -0.4327 0.1689
C 0.2250 2.3208 2.1553
C -0.6388 1.3985 1.6835
H -0.5513 -0.1817 -2.6653
H 0.9131 -1.2063 -2.7947
H 0.9509 0.3575 -1.9280
H 0.4534 -2.7233 0.5367
H 0.7985 -3.1020 -1.2562
H -0.3864 1.5874 -0.5170
H -1.1981 -1.0516 0.8648
H 0.2353 2.6764 3.1737
H 0.8751 2.8187 1.4431
H -1.2327 0.7476 2.3268
```

Computed properties:
Net charge: +1
Multiplicity: 2
<S²>: 0.809
Kohn-Sham gap (spin up / spin down), Eh: 0.320 / 0.259



Energies relative to the minimum, hartree: one) 0.0234; two) 0.0000